Molecular formula: C23H25F3NO
Method: DFT, ωB97M-V/def2-TZVPD

Last column: Löwdin charge in e.
Geometry (Å):
1 C -1.5475 -1.8879 1.2545  -0.16
2 C -1.4579 -0.3805 1.4310  -0.10
3 C -0.0120 0.0546 0.9255  -0.16
4 C 0.7464 -1.2305 1.2572  -0.09
5 N 2.0678 -1.4228 1.3982  0.02
6 C 2.9054 -0.2631 1.8661  -0.06
7 C 4.3933 -0.5584 1.7654  -0.18
8 O 4.7286 -1.7925 2.3741  -0.11
9 C 4.0956 -2.8691 1.6671  -0.15
10 C 2.5755 -2.7638 1.7123  -0.10
11 C -0.1284 -2.4431 1.3691  -0.10
12 H -2.1915 -2.3779 1.9758  0.12
13 H -1.8949 -2.1169 0.2439  0.12
14 H -2.2589 0.1637 0.9068  0.11
15 H -1.5618 -0.1175 2.5059  0.14
16 H 0.3970 0.8993 1.5934  0.15
17 H 2.6262 0.6308 1.2961  0.13
18 H 2.6506 -0.0814 2.9307  0.15
19 H 4.6730 -0.5193 0.7018  0.14
20 H 4.9386 0.1814 2.3604  0.14
21 H 4.4188 -2.9070 0.6098  0.14
22 H 4.4317 -3.7647 2.2134  0.15
23 H 2.2665 -3.0487 2.7220  0.15
24 H 2.1795 -3.5025 1.0285  0.13
25 H 0.0602 -2.9476 2.3337  0.14
26 H 0.0609 -3.2143 0.5936  0.15
27 F -3.4539 -1.4434 -5.1604  0.14
28 C -2.0996 -1.4653 -5.0514  -0.49
29 F -1.6913 -2.7739 -5.0899  0.11
30 F -1.5651 -0.8288 -6.1744  0.11
31 C -1.6051 -0.7941 -3.7992  -0.12
32 C -0.7407 -1.3823 -2.8888  0.01
33 C -0.2665 -0.6694 -1.7729  -0.02
34 C -0.7615 0.5857 -1.4297  -0.17
35 C -0.1866 1.2043 -0.1338  -0.16
36 C -1.0209 2.4440 0.3643  -0.19
37 C -0.3368 3.4908 1.0097  -0.04
38 C -0.9355 4.7359 1.2000  -0.07
39 C -2.2320 4.9752 0.7512  -0.07
40 C -2.9800 3.9064 0.2634  -0.05
41 C -2.3758 2.6490 0.0817  -0.07
42 C -1.6179 1.1878 -2.3752  0.00
43 C -2.0331 0.4925 -3.5193  0.01
44 H -0.4008 -2.3899 -3.0111  0.11
45 H 0.4512 -1.1194 -1.0658  0.11
46 H 0.8452 1.6237 -0.4705  0.18
47 H 0.7160 3.3330 1.3347  0.12
48 H -0.3674 5.5156 1.7155  0.11
49 H -2.7346 5.9078 0.9861  0.11
50 H -4.0400 4.0387 0.0228  0.12
51 H -2.9965 1.8578 -0.3486  0.11
52 H -2.0386 2.2002 -2.2673  0.12
53 H -2.6949 0.9982 -4.2074  0.13

Atoms 1-6, force components in eV/Å:
C -0.08 -0.39 -0.60
C 0.26 0.67 0.65
C -0.85 1.95 3.92
C 2.43 -0.62 -2.31
N -1.89 1.54 0.72
C -0.21 0.02 0.27

Summary:
Total energy: -1320.73060 Ha
HOMO-LUMO gap: 7.76 eV
Total charge: +1
E_LUMO: -4.4 eV
SMILES: FC(F)(F)c1ccc([C@@H](c2ccccc2)[C@H]2CCCC2=[N+]2CCOCC2)cc1